No. 1
Entry from the Open Molecules 2025 dataset: an isolated molecule of C3H5N3 (ωB97M-V/def2-TZVPD).

```
11
Properties=species:S:1:pos:R:3:lowdin_charge:R:1
N -1.127 -1.431 1.165 0.00
N -1.670 -1.500 -0.087 -0.01
N -0.058 0.027 -0.128 -0.09
C 1.033 1.011 -0.314 -0.02
C -0.194 -0.530 1.110 -0.21
C -1.050 -0.647 -0.856 -0.16
H -1.400 -0.526 -1.879 0.12
H 1.526 1.135 0.658 0.08
H 0.693 2.004 -0.613 0.08
H 1.818 0.685 -0.999 0.09
H 0.427 -0.227 1.941 0.12
```

The SMILES is Cn1cnnc1. As for the LUMO energy: 0.664 eV. The HOMO-LUMO gap is 10.52 eV. For the HOMO energy, the calculation gives -9.9 eV. The value obtained for the calculated total energy is -7661.3429 eV. As for the energy above the lowest of the compared OMol25 structures with the same formula, charge and spin: 107.4 kJ/mol.



No. 2
Entry from the Open Molecules 2025 dataset: an isolated molecule of C3H5N3 (ωB97M-V/def2-TZVPD).

```
11
Properties=species:S:1:pos:R:3:lowdin_charge:R:1
N -1.999 0.406 -0.372 0.08
N 1.297 -0.660 0.430 0.03
N 0.271 1.220 -0.118 0.09
C 1.420 0.670 0.199 -0.22
C -0.033 -0.985 0.254 -0.07
C -0.639 0.193 -0.092 -0.43
H -2.296 -0.070 -1.215 0.08
H 2.037 -1.299 0.673 0.14
H 2.365 1.191 0.286 0.11
H -0.413 -1.982 0.413 0.11
H -2.164 1.397 -0.491 0.07
```

The SMILES is Nc1c[nH]cn1. As for the LUMO energy: 0.981 eV. The HOMO-LUMO gap is 9.03 eV. For the HOMO energy, the calculation gives -8.0 eV. The value obtained for the calculated total energy is -7662.4395 eV. As for the energy above the lowest of the compared OMol25 structures with the same formula, charge and spin: 1.5 kJ/mol.



No. 3
Entry from the Open Molecules 2025 dataset: an isolated molecule of C3H5N3 at a distorted geometry (ωB97M-V/def2-TZVPD).

```
11
Properties=species:S:1:pos:R:3:lowdin_charge:R:1
N -0.391 -0.029 0.021 -0.26
N 0.289 -1.012 -0.449 0.07
N 0.419 1.048 0.503 0.12
C -1.817 0.131 -0.019 -0.02
C 1.644 0.579 0.265 -0.13
C 1.551 -0.708 -0.319 -0.13
H 2.449 1.007 0.684 0.06
H -2.145 -0.110 0.931 0.05
H -2.237 -0.717 -0.719 0.14
H 2.199 -1.337 -0.746 0.05
H -1.961 1.148 -0.152 0.06
```

The SMILES is Cn1nccn1. As for the LUMO energy: 1.168 eV. The HOMO-LUMO gap is 10.67 eV. For the HOMO energy, the calculation gives -9.5 eV. The value obtained for the calculated total energy is -7660.4785 eV. As for the energy above the lowest of the compared OMol25 structures with the same formula, charge and spin: 190.8 kJ/mol.



No. 4
Entry from the Open Molecules 2025 dataset: an isolated molecule of C3H5N3 at a distorted geometry (ωB97M-V/def2-TZVPD).

```
11
Properties=species:S:1:pos:R:3:lowdin_charge:R:1
N 0.420 -0.637 -0.681 0.03
N -0.832 1.004 0.588 0.13
N -2.803 -1.439 -0.733 0.16
C 1.619 -0.276 0.005 -0.13
C -0.628 -0.135 -0.184 -0.47
C -1.838 -0.863 -0.484 -0.15
H 1.307 -0.165 1.061 0.09
H -1.635 1.515 0.238 0.10
H 2.178 0.541 -0.465 0.09
H -0.029 1.616 0.676 0.09
H 2.240 -1.161 -0.020 0.07
```

The SMILES is C/N=C(\N)C#N. As for the LUMO energy: 0.495 eV. The HOMO-LUMO gap is 10.26 eV. For the HOMO energy, the calculation gives -9.8 eV. The value obtained for the calculated total energy is -7661.0501 eV. As for the energy above the lowest of the compared OMol25 structures with the same formula, charge and spin: 135.6 kJ/mol.



No. 5
Entry from the Open Molecules 2025 dataset: a cluster of 2 separate species, C3H5N3 in total (ωB97M-V/def2-TZVPD).

```
11
Properties=species:S:1:pos:R:3:lowdin_charge:R:1
N 2.785 -0.123 -0.830 0.13
N 1.500 0.302 1.196 0.12
N -1.560 -0.107 0.215 -0.14
C -1.326 -0.412 1.381 0.03
C 2.058 0.048 0.138 -0.40
C -1.629 0.125 -1.030 -0.03
H -1.096 0.975 -1.452 0.08
H -1.872 0.132 2.160 0.05
H 2.441 0.004 -1.775 0.06
H 0.962 -0.442 1.647 0.03
H -2.262 -0.502 -1.650 0.07
```

As for the LUMO energy: 0.701 eV. The HOMO-LUMO gap is 9.29 eV. For the HOMO energy, the calculation gives -8.6 eV. The value obtained for the calculated total energy is -7658.8911 eV. As for the energy above the lowest of the compared OMol25 structures with the same formula, charge and spin: 343.9 kJ/mol.



No. 6
Entry from the Open Molecules 2025 dataset: an isolated molecule of C3H5N3 (ωB97M-V/def2-TZVPD).

```
11
Properties=species:S:1:pos:R:3:lowdin_charge:R:1
N -0.067 -1.120 0.555 0.09
N -1.462 0.431 -0.169 0.03
N 2.040 -0.218 -0.179 0.08
C 0.645 -0.123 -0.060 -0.43
C -0.194 0.855 -0.528 -0.07
C -1.325 -0.756 0.464 -0.22
H -2.328 0.909 -0.359 0.14
H -0.018 1.770 -1.072 0.10
H -2.170 -1.309 0.853 0.11
H 2.358 -1.039 0.322 0.08
H 2.522 0.599 0.175 0.08
```

The SMILES is Nc1c[nH]cn1. As for the LUMO energy: 0.986 eV. The HOMO-LUMO gap is 8.92 eV. For the HOMO energy, the calculation gives -7.9 eV. The value obtained for the calculated total energy is -7662.4512 eV. As for the energy above the lowest of the compared OMol25 structures with the same formula, charge and spin: 0.4 kJ/mol.